DFT (the ωB97M-V functional and the def2-TZVPD basis) results for a structure of composition C2H3ClO2S.

Output
E_LUMO = 0.2 eV
E_HOMO = -0.3238 Eh
DFT total energy = -1086.72797 a.u.

Atoms and positions in Å:
1 C 1.08995 0.29716 0.03224
2 C -0.71326 -0.57142 -0.05785
3 O -0.45958 0.89303 2.19450
4 O -1.46709 0.37400 -0.73862
5 S 0.16155 -0.21128 1.51823
6 Cl -0.55130 -2.23758 -0.58698
7 H 1.88314 -0.37374 -0.26388
8 H 1.05349 1.32916 -0.46109
9 H -0.99689 0.50067 -1.63657

DFT (the ωB97M-V functional and the def2-TZVPD basis) results for an isolated molecule of C2H4N2OS2.

Output
E_LUMO = -0.3 eV
E_HOMO = -0.3224 Eh
DFT total energy = -1059.69229 a.u.
SMILES = NC(=O)C(=S)NS

Atoms and positions in Å:
1 N 1.13313 1.60045 -0.58580
2 C 0.38224 0.75772 0.25196
3 O -0.39678 1.18667 0.97025
4 C 0.42020 -0.77044 0.04773
5 S 1.88446 -1.50591 0.01661
6 N -0.72202 -1.44640 0.31817
7 S -2.11742 -0.61034 -0.40197
8 H 1.79817 1.27119 -1.27840
9 H 1.07985 2.62828 -0.51637
10 H -0.80808 -2.57507 0.27203
11 H -2.65373 -0.53614 0.90578